Entry 1:
13 unconnected molecules or ions with the total composition C23H72N10O13 at a distorted geometry. Source: the OMol25 dataset; level of theory: ωB97M-V/def2-TZVPD.

```
118
Properties=species:S:1:pos:R:3:forces:R:3
C -4.082 -2.137 0.840 -0.1 1.7 0.8
O -3.363 -2.095 2.091 -1.0 -1.2 -0.8
H -4.744 -1.230 0.721 0.4 -0.6 0.3
H -4.766 -2.985 0.780 0.6 -0.2 0.1
H -3.378 -2.082 0.010 -0.2 -0.5 -0.2
H -2.861 -1.271 2.164 -0.5 0.1 -0.1
C -0.562 -0.816 -3.542 0.9 0.0 -1.0
O -0.391 -2.002 -4.375 -0.5 0.7 -0.6
H 0.035 -0.934 -2.677 1.1 -0.9 0.5
H -1.511 -0.715 -3.055 -1.1 0.3 -0.6
H -0.152 0.122 -3.944 -0.6 -0.3 -0.6
H -0.898 -2.057 -5.232 0.7 0.8 1.4
C 3.203 -2.399 -1.929 0.7 0.0 -1.4
O 2.086 -2.897 -2.602 0.1 0.3 -1.9
H 3.787 -1.809 -2.709 -0.1 -1.3 1.1
H 3.661 -3.265 -1.442 1.0 0.5 -0.2
H 2.961 -1.686 -1.189 -0.5 0.8 1.1
H 1.402 -3.086 -1.998 -1.2 -0.2 1.3
C 0.485 -4.418 0.601 -2.8 4.5 8.2
O 0.018 -3.759 1.743 2.5 -3.2 -5.7
N 1.638 -4.158 0.086 4.2 1.6 -0.5
N -0.301 -5.220 -0.054 -3.3 -3.0 0.0
H 2.287 -3.462 0.569 -1.2 -1.1 -0.6
H 1.984 -4.642 -0.736 -0.1 0.0 0.3
H -1.276 -5.318 0.386 1.9 -0.1 -1.2
H 0.110 -5.924 -0.680 -0.7 0.2 0.7
C -0.311 4.110 -2.551 -0.2 3.1 4.8
O 0.235 4.293 -1.328 -2.2 -1.0 -5.3
N 0.061 3.284 -3.440 3.0 -4.3 -2.2
N -1.344 4.846 -2.979 -1.0 2.4 1.7
H 0.870 2.730 -3.145 -0.3 0.0 -0.7
H -0.321 3.075 -4.378 0.1 0.7 1.3
H -1.563 5.580 -2.295 -0.4 -0.4 -1.0
H -1.759 4.825 -3.912 0.5 0.1 0.8
C 1.004 3.831 2.317 2.4 4.2 5.8
O 1.286 4.583 3.419 -1.7 -4.0 -4.6
N 0.714 2.538 2.280 0.6 -1.2 3.7
N 1.089 4.283 1.136 0.8 4.0 -2.7
H 1.067 2.144 3.126 0.2 -0.9 0.6
H 0.759 1.931 1.522 0.4 -0.9 -1.7
H 1.294 5.251 0.940 -0.1 -0.1 0.4
H 0.845 3.787 0.333 -0.5 -0.9 -1.4
C -2.309 -3.711 -2.170 -3.6 -4.5 4.5
O -3.147 -4.431 -1.286 4.4 3.6 -4.5
N -2.756 -3.044 -3.215 0.0 1.4 -1.0
N -0.982 -3.710 -2.113 0.7 -1.8 2.7
H -3.685 -3.074 -3.511 -1.4 -0.1 0.0
H -2.097 -2.438 -3.696 -0.6 -0.7 0.1
H -0.550 -4.291 -1.292 -1.1 1.6 -2.1
H -0.492 -3.275 -2.850 0.7 0.2 -0.8
C -2.597 1.503 2.920 5.6 -6.4 -1.1
O -2.326 0.187 2.566 -0.9 6.5 0.9
N -3.651 1.969 3.392 -8.0 -2.5 0.3
N -1.691 2.411 3.129 4.5 1.0 -1.4
H -4.456 1.488 3.050 -1.0 -0.1 0.4
H -3.746 2.903 3.579 -0.3 2.3 0.6
H -0.697 2.199 2.805 -1.7 0.9 0.6
H -1.959 3.407 3.164 0.5 -1.1 0.1
C -3.599 0.574 -1.191 -0.5 2.1 3.7
C -2.923 1.913 -1.512 -0.6 -6.3 -6.6
C -3.493 2.307 -2.885 0.4 -0.6 -1.6
O -3.123 2.833 -0.716 -5.2 8.2 3.3
H -3.447 0.269 -0.111 -0.1 0.4 -1.2
H -3.160 -0.091 -1.782 1.9 -3.3 -2.4
H -4.643 0.542 -1.424 -0.8 0.3 0.1
H -1.866 1.774 -1.509 1.1 -0.8 -1.2
H -3.370 1.476 -3.611 0.6 0.5 0.2
H -3.136 3.249 -3.298 0.6 -0.2 0.1
H -4.559 2.447 -2.995 -0.7 -0.1 1.1
H -2.575 2.760 -0.026 3.0 0.0 4.3
C 0.502 0.947 -1.004 -0.3 0.0 0.0
C -0.255 0.186 0.037 -4.2 -2.1 -8.7
C -0.570 -1.316 -0.228 0.5 0.9 -1.0
O 0.210 0.071 1.158 7.3 1.3 11.2
H 1.249 0.327 -1.395 1.9 -0.5 -0.3
H 0.816 1.918 -0.669 0.8 0.3 0.4
H -0.052 1.218 -1.893 -0.8 -0.3 0.1
H -1.141 0.715 0.174 -2.7 0.9 -0.7
H -1.117 -1.278 -1.131 -0.7 -1.3 -0.9
H -1.180 -1.610 0.618 -0.3 -0.4 -0.2
H 0.362 -1.976 -0.186 -1.2 1.2 -0.5
H -0.489 -0.221 1.732 -0.7 -0.1 1.2
C 3.320 0.308 1.518 -3.0 1.4 -2.1
C 3.547 -1.113 1.731 8.5 1.9 1.9
C 3.956 -1.510 3.098 2.5 1.3 -0.1
O 2.636 -1.900 1.427 -8.2 -5.5 -3.6
H 2.790 0.687 2.405 0.2 0.5 -0.4
H 2.574 0.292 0.614 1.0 0.5 1.7
H 4.096 0.957 1.132 0.6 -0.2 0.7
H 4.365 -1.476 1.118 1.0 0.6 -0.5
H 4.404 -2.460 3.121 -0.2 -1.8 -0.1
H 3.208 -1.371 3.793 -1.7 0.1 1.6
H 4.803 -0.936 3.356 1.0 1.3 0.9
H 1.794 -1.549 1.698 -1.3 -0.2 0.2
C -1.520 -0.915 5.518 0.1 2.4 -1.8
C -0.143 -1.519 5.272 -5.2 -2.3 -1.5
C 0.188 -1.362 3.833 -1.2 0.1 -0.8
O 0.761 -1.227 6.153 5.8 3.4 2.4
H -1.485 0.176 5.069 -0.2 -1.7 1.3
H -1.775 -0.897 6.571 -0.3 0.0 0.2
H -2.267 -1.415 4.873 0.2 0.1 0.7
H -0.230 -2.559 5.508 -1.1 -1.7 -1.2
H 0.432 -0.350 3.528 0.3 0.4 0.4
H -0.721 -1.638 3.216 1.1 0.0 0.8
H 0.960 -2.038 3.607 1.1 -0.8 -0.7
H 0.474 -1.164 7.048 -0.6 0.0 0.7
C 3.557 3.657 -2.736 -1.5 -1.3 0.8
C 3.437 2.149 -2.989 12.7 3.0 2.6
C 4.080 1.297 -1.786 0.9 0.8 -1.7
O 2.292 1.851 -3.203 -12.2 -4.5 -2.7
H 4.543 3.858 -2.418 1.0 0.7 0.2
H 2.827 3.832 -1.925 0.4 0.4 0.0
H 3.214 4.226 -3.589 0.3 0.2 -0.3
H 3.981 1.933 -3.917 1.3 0.1 0.1
H 3.764 0.287 -1.615 -1.3 -0.4 -0.2
H 4.028 1.843 -0.876 -0.1 0.4 0.8
H 5.111 1.070 -2.025 0.7 0.6 0.0
H 2.380 0.988 -3.628 -1.4 -0.2 0.1
```
Forces are in eV/Å.

- LUMO: -0.27 eV
- Energy relative to the best compared isomer or geometry (same formula, charge and spin): 362.3 kcal/mol



Entry 2:
15 unconnected molecules or ions with the total composition C23H76N6O15 at a distorted geometry. Source: the OMol25 dataset; level of theory: ωB97M-V/def2-TZVPD.

```
120
Properties=species:S:1:pos:R:3:forces:R:3
C 0.228 0.570 5.073 0.8 -3.0 0.7
C 0.001 1.963 4.738 1.4 3.0 -1.1
O -0.804 2.075 3.588 -1.4 -0.3 -0.1
H -0.653 0.046 5.422 -0.5 0.1 0.1
H 0.998 0.341 5.827 -0.1 0.6 0.0
H 0.557 -0.026 4.192 -0.1 0.6 0.2
H 0.946 2.403 4.308 -0.2 -0.1 1.4
H -0.389 2.652 5.553 0.3 -1.1 -0.8
H -0.180 2.026 2.857 -0.1 0.4 -0.4
C 4.035 0.626 -1.598 0.9 -2.2 0.1
C 4.231 -0.544 -2.624 0.4 -0.8 4.4
O 3.993 -0.141 -3.866 -1.0 0.0 -5.4
H 4.884 1.272 -1.773 -0.5 1.2 -0.1
H 4.302 0.170 -0.609 -0.6 0.4 -0.6
H 2.985 0.993 -1.581 1.0 0.1 -0.3
H 3.543 -1.309 -2.272 -0.3 -0.6 -0.1
H 5.233 -0.975 -2.532 0.1 0.2 0.3
H 4.088 -0.874 -4.565 -0.1 1.6 1.8
C -3.239 1.286 -3.449 0.7 -1.1 -0.7
C -2.796 -0.184 -3.223 -2.0 1.5 0.8
O -1.935 -0.216 -2.126 0.9 2.0 0.3
H -2.368 1.853 -3.751 0.1 0.5 0.3
H -3.709 1.640 -2.539 0.3 0.2 0.2
H -3.965 1.428 -4.247 -0.1 -0.4 -0.1
H -2.395 -0.756 -4.026 0.4 0.0 -1.2
H -3.677 -0.688 -2.892 -0.9 -0.7 -0.3
H -1.842 -1.123 -1.925 0.4 -1.5 0.5
C -0.400 -0.702 0.949 4.9 -1.0 0.7
C 0.790 -0.239 -0.067 -2.8 1.5 1.1
O 0.409 0.930 -0.812 0.6 0.8 0.7
H -1.359 -0.868 0.537 -1.0 0.7 -0.5
H -0.251 -0.139 1.881 -1.0 0.6 -0.6
H -0.110 -1.697 1.381 -0.1 0.4 -0.8
H 0.986 -0.887 -0.830 0.4 -2.8 -1.5
H 1.751 0.009 0.344 0.1 -0.2 1.0
H -0.522 0.855 -1.002 -0.6 0.0 -0.5
C 4.099 0.822 3.682 -1.0 -1.0 0.3
C 3.723 0.953 2.204 -1.3 -0.7 -0.3
O 4.421 2.020 1.588 -0.7 0.6 -0.8
H 5.158 0.983 3.806 0.3 0.5 0.2
H 3.946 -0.208 4.076 -0.1 0.3 -0.6
H 3.455 1.415 4.359 0.7 0.3 -0.5
H 2.611 1.063 2.043 0.9 0.3 0.6
H 3.887 0.018 1.642 0.6 0.0 0.3
H 3.800 2.364 0.871 1.3 -0.7 1.3
C -2.244 2.196 0.573 0.5 1.1 -2.0
C -1.516 3.518 0.278 2.1 1.8 3.1
O -2.111 4.508 -0.512 -2.4 -0.8 -2.1
H -1.744 1.583 1.301 0.2 0.3 0.5
H -2.237 1.631 -0.341 -0.2 -0.6 -0.6
H -3.277 2.341 0.796 -0.7 0.3 0.6
H -0.421 3.398 -0.010 -1.4 -0.4 0.2
H -1.513 4.122 1.220 0.8 -1.4 0.3
H -1.587 5.298 -0.608 0.5 -0.1 0.1
C 1.059 3.528 -2.785 0.9 -1.1 -2.0
C -0.387 3.710 -3.066 -0.6 -1.5 0.0
O -0.624 5.079 -2.833 -0.8 1.3 -1.8
H 1.709 4.118 -3.485 -0.6 -0.7 0.2
H 1.304 2.453 -2.810 0.3 0.4 0.2
H 1.211 3.971 -1.863 0.5 0.4 2.0
H -1.049 3.091 -2.385 0.9 1.0 -0.4
H -0.604 3.245 -4.063 -0.2 1.2 0.2
H -0.430 5.605 -3.652 -0.2 -0.9 1.1
C -2.617 -1.048 3.268 1.4 -0.7 -0.3
C -3.930 -1.447 3.811 -0.6 -0.9 -1.1
O -4.229 -0.734 4.956 -1.0 1.4 0.7
H -2.579 -0.019 3.014 -0.1 1.1 -0.2
H -2.335 -1.600 2.377 -0.3 -0.2 -0.3
H -1.747 -1.211 3.933 -0.7 0.0 0.2
H -3.977 -2.432 4.165 0.8 -2.3 0.0
H -4.788 -1.491 3.079 0.9 1.0 0.1
H -5.165 -0.932 5.000 -0.4 0.6 1.0
C 1.961 3.589 1.006 -4.3 -3.6 4.5
O 1.093 3.066 1.884 3.6 2.4 -3.5
N 2.394 2.894 -0.014 1.6 -0.7 -3.1
N 2.521 4.746 1.165 2.7 4.9 1.1
H 1.949 2.016 -0.226 -0.7 0.1 -0.2
H 2.928 3.369 -0.780 -1.0 -0.8 1.1
H 2.266 5.209 2.063 0.5 -0.5 -1.3
H 3.439 5.102 0.666 -2.9 -1.3 1.5
C -2.892 -3.069 -1.392 -6.7 -0.6 -0.6
O -4.092 -3.004 -1.981 4.8 -0.3 2.1
N -2.781 -3.254 -0.076 -0.5 0.2 0.8
N -1.770 -3.021 -2.013 3.9 0.3 -4.7
H -3.686 -3.226 0.336 -0.2 0.0 0.8
H -1.905 -3.265 0.456 -0.5 -0.1 -0.3
H -1.789 -3.110 -3.049 -0.3 0.2 1.3
H -0.794 -2.972 -1.658 -0.8 -0.4 0.6
C 1.310 -3.831 -2.436 -1.6 5.5 5.2
O 0.890 -3.431 -1.191 1.2 -2.8 -4.6
N 1.232 -2.947 -3.407 -0.9 2.0 -2.1
N 1.998 -4.858 -2.754 2.2 -6.7 1.2
H 0.968 -1.936 -3.315 0.0 -0.8 1.0
H 1.795 -2.978 -4.249 -0.1 -0.9 0.2
H 2.104 -5.690 -2.089 -0.3 2.1 -1.2
H 2.255 -5.088 -3.712 -0.3 0.4 0.5
C 2.706 -2.646 2.276 -0.6 -0.6 -1.1
O 2.672 -2.311 0.871 1.3 0.6 1.2
H 2.657 -3.753 2.381 0.3 0.6 0.2
H 1.799 -2.255 2.781 0.7 0.1 0.0
H 3.658 -2.245 2.660 -0.6 -0.2 0.1
H 1.950 -2.730 0.426 -0.9 -0.6 -0.4
C -4.762 -0.356 -0.026 1.6 0.9 -2.7
O -5.849 -0.774 0.640 -2.9 1.4 1.5
H -4.906 0.734 -0.175 0.6 -0.5 0.3
H -4.709 -0.776 -1.084 0.2 0.2 1.3
H -3.859 -0.598 0.541 0.4 0.4 -0.3
H -5.912 -1.685 0.761 0.1 -2.3 0.0
C 0.606 -0.215 -4.765 -0.7 -1.0 -0.3
O 1.081 -0.416 -3.421 -0.1 0.5 -1.1
H 0.433 -1.133 -5.416 0.0 0.3 1.5
H 1.313 0.274 -5.378 0.9 1.2 -0.3
H -0.336 0.326 -4.720 0.1 0.1 0.0
H 2.018 -0.154 -3.385 -0.2 0.0 -0.2
C -0.916 -4.539 2.624 1.3 0.6 0.9
O -0.406 -4.003 1.411 -0.2 0.0 0.4
H -0.914 -3.725 3.363 -0.3 -0.2 -0.3
H -0.280 -5.313 3.044 0.5 -0.1 -0.1
H -1.864 -5.001 2.541 -1.4 -0.1 -0.3
H -0.254 -4.723 0.801 0.2 -0.2 -0.4
```
Forces are in eV/Å.

- LUMO: -0.40 eV
- Energy relative to the best compared isomer or geometry (same formula, charge and spin): 154.4 kcal/mol